# 1
93
Properties=species:S:1:pos:R:3:lowdin_charge:R:1 method="wB97M-V/def2-TZVPD" multiplicity=1 e_tot_ha=-3770.8746 total_charge=+1 homo_lumo_gap_ev=6.7
C -3.7667 -0.4650 4.3559 -0.108
C -3.1193 -0.8934 2.9283 -0.202
C -3.6400 0.0835 1.7154 -0.180
N -2.6758 -0.1066 0.5798 0.012
C -2.3322 1.1344 -0.1033 -0.102
N -2.1748 2.4299 0.5034 0.113
C -1.8095 3.6481 -0.2222 0.016
C -1.5279 3.6332 -1.7375 0.060
C -1.6471 2.2697 -2.4962 0.017
C -1.3537 2.2858 -4.0598 -0.405
O -0.2312 2.0224 -4.5628 0.083
O -2.4782 2.5956 -4.9266 -0.491
Cl -2.1712 4.0859 -5.7032 0.723
C -2.0616 1.0272 -1.6589 0.005
C -2.1640 -0.3735 -2.4378 -0.118
C -0.7174 -0.7630 -3.0776 -0.185
C -0.0090 -2.0182 -2.3672 -0.157
C 1.5412 -1.6982 -1.9736 -0.185
C 1.7441 -1.4382 -0.4057 -0.160
C 1.0839 -0.0176 -0.0196 -0.225
C 2.1213 1.0361 0.6484 -0.426
S 1.1506 2.0457 1.8830 0.888
C 1.7476 3.7846 1.9354 -0.534
N 0.7283 4.7899 2.0331 -0.047
N 1.3800 6.0061 2.0206 -0.018
C 2.7941 5.7508 1.9431 -0.068
O 3.0560 4.3330 1.8892 -0.027
H -2.9170 -0.5300 5.1422 0.062
H -4.1095 0.6404 4.3523 0.079
H -4.6071 -1.1699 4.6997 0.086
H -1.9821 -0.9005 3.0325 0.114
H -3.5323 -1.9476 2.6892 0.106
H -3.7863 1.1650 2.0511 0.103
H -4.6958 -0.3088 1.4416 0.135
H -1.8506 -0.6662 0.8412 0.100
H -2.3084 2.5518 1.5194 0.149
H -1.7040 4.6393 0.3526 0.135
H -1.2185 4.6234 -2.2364 0.131
H -2.4340 -1.2385 -1.7179 0.099
H -2.9952 -0.3662 -3.2327 0.130
H -0.8993 -0.9502 -4.2020 0.120
H -0.0013 0.1307 -2.9549 0.082
H -0.5720 -2.4367 -1.4623 0.096
H 0.0543 -2.8905 -3.1256 0.112
H 1.8772 -0.7958 -2.5941 0.109
H 2.1841 -2.5940 -2.2890 0.115
H 2.8471 -1.4935 -0.0865 0.091
H 1.2152 -2.2668 0.2048 0.099
H 0.5914 0.4768 -0.9295 0.093
H 0.2605 -0.1910 0.7686 0.073
H 2.5008 1.7310 -0.1778 0.099
H 2.9915 0.5311 1.1915 0.072
H 3.6011 6.5698 1.9224 0.146
C -1.7129 2.9615 8.1076 -0.067
C -3.0377 2.2846 8.2491 -0.322
O -2.9419 1.1931 7.3556 0.124
C -1.6154 0.8769 7.3131 -0.525
O -1.1807 -0.1558 6.8779 0.156
O -0.8438 1.8730 7.8324 0.080
F -4.0430 3.0923 7.8354 0.078
H -1.6867 3.6673 7.2724 0.148
H -1.4125 3.4834 9.0173 0.147
H -3.2490 1.9164 9.2572 0.179
C 7.0395 -2.0012 -1.3232 -0.059
C 5.9781 -1.3192 -2.1240 -0.318
O 4.9069 -1.2003 -1.2083 0.110
C 5.4908 -1.1198 0.0212 -0.519
O 4.9244 -0.7475 1.0102 0.154
O 6.7952 -1.5079 -0.0127 0.089
F 5.5755 -2.0932 -3.1587 0.083
H 6.9365 -3.0900 -1.3264 0.153
H 8.0449 -1.7431 -1.6589 0.148
H 6.2596 -0.3276 -2.4905 0.178
C 1.8644 0.1044 -6.0560 -0.072
C 2.6890 -0.6485 -7.0505 -0.318
O 3.0236 -1.8357 -6.3605 0.150
C 1.9967 -2.0532 -5.4934 -0.520
O 1.7953 -3.0936 -4.9371 0.165
O 1.2198 -0.9414 -5.3414 0.034
F 3.8311 0.0184 -7.3390 0.083
H 2.4720 0.6955 -5.3648 0.149
H 1.1356 0.7620 -6.5317 0.137
H 2.1616 -0.8977 -7.9759 0.179
C -3.2336 -4.1403 -0.0112 -0.062
C -2.6663 -5.4801 0.3319 -0.317
O -1.2914 -5.2108 0.5142 0.156
C -1.2279 -3.9219 0.9436 -0.532
O -0.2640 -3.4293 1.4551 0.156
O -2.4000 -3.2564 0.7286 0.022
F -2.8028 -6.3435 -0.6999 0.090
H -3.1530 -3.9082 -1.0771 0.144
H -4.2772 -4.0401 0.2913 0.147
H -3.0782 -5.9236 1.2431 0.181

# 2
47
Properties=species:S:1:pos:R:3:lowdin_charge:R:1 method="wB97M-V/def2-TZVPD" multiplicity=1 e_tot_ha=-1582.3646 total_charge=+1 homo_lumo_gap_ev=7.3
C -1.6809 0.6704 4.2913 -0.038
C -1.5247 1.0082 2.8124 -0.205
O -0.7142 -0.0138 2.1739 0.094
B -0.5059 0.1226 0.8476 -0.687
O -1.1809 -0.6527 -0.0427 0.206
C 0.5544 1.1805 0.2506 0.038
C 0.2054 2.4545 -0.1714 -0.190
P -1.5064 3.0717 -0.1094 0.766
N -1.7861 4.1473 0.9875 -0.256
C 1.2373 3.2874 -0.6667 -0.268
C 0.9702 4.6726 -1.1542 -0.016
N 2.4898 2.9093 -0.7270 0.198
N 2.7895 1.6812 -0.3227 -0.092
N 4.1335 1.3853 -0.3869 0.179
C 1.9053 0.8188 0.1412 -0.072
C 2.3560 -0.5539 0.5768 -0.105
O 2.7338 -0.5039 1.9395 -0.096
O 4.1430 -0.6875 2.0587 0.004
H -2.6552 0.2371 4.4773 0.079
H -0.9251 -0.0647 4.5430 0.084
H -1.5424 1.5573 4.8954 0.080
H -1.0213 1.9672 2.7122 0.102
H -2.5024 1.0531 2.3407 0.122
H -0.6315 -0.8780 -0.8076 0.091
H -2.2796 1.9053 -0.0046 0.025
H -1.7574 3.5329 -1.4098 0.022
H -0.9678 4.3572 1.5442 -0.018
H 0.6674 5.3000 -0.3200 0.096
H 0.1425 4.6730 -1.8548 0.079
H 1.8566 5.0935 -1.6065 0.092
H 4.3037 0.6220 -1.0292 0.126
H 4.6080 2.2298 -0.6784 0.125
H 1.5584 -1.2791 0.4320 0.136
H 3.2056 -0.9110 0.0045 0.131
H 4.2324 -1.6441 2.1827 0.115
C -2.3453 -4.7761 -1.0754 0.042
C -1.3542 -3.8919 -1.0554 0.009
C -0.6838 -3.4416 -2.2904 -0.380
O 0.2072 -2.6067 -2.2380 0.062
C -1.1404 -4.0163 -3.5740 0.021
C -2.1244 -4.9122 -3.6080 0.039
C -2.8080 -5.3634 -2.3626 -0.373
O -3.7061 -6.1694 -2.3968 0.135
H -2.8556 -5.1079 -0.1806 0.129
H -0.9864 -3.4440 -0.1404 0.115
H -0.6352 -3.6696 -4.4663 0.123
H -2.4790 -5.3503 -4.5318 0.128

# 3
57
Properties=species:S:1:pos:R:3:lowdin_charge:R:1 method="wB97M-V/def2-TZVPD" multiplicity=1 relative_energy_ev=0.000 e_tot_ha=-2074.6756 total_charge=-2 homo_lumo_gap_ev=4.7
C -3.5073 2.0443 -0.3280 -0.218
C -4.1145 1.9958 -1.6183 -0.223
C -3.0709 2.1271 -2.5773 -0.262
H -5.1771 1.8915 -1.8638 0.046
C -1.8366 2.3437 -1.8952 -0.224
C -2.1094 2.3090 -0.4951 -0.212
H -1.3763 2.4270 0.2939 0.044
H -3.9750 1.8503 0.6254 0.041
H -3.2113 2.1113 -3.6558 0.048
H -0.8612 2.5174 -2.3521 0.056
Cd -1.7112 -1.5690 -1.7417 1.178
Cl -3.2618 -1.9043 0.0228 -0.354
C -1.5670 -2.9319 -3.7733 -0.266
C -0.8382 -1.6915 -3.8341 -0.274
C -1.8096 -0.6241 -3.8166 -0.253
H 0.2433 -1.5824 -3.9778 0.083
C -3.1104 -1.2082 -3.7194 -0.231
C -2.9598 -2.6340 -3.7233 -0.253
H -3.7693 -3.3676 -3.8403 0.077
H -1.1727 -3.9367 -3.9599 0.070
H -1.6023 0.4393 -3.9645 0.078
H -4.0539 -0.6708 -3.7978 0.087
O -0.0529 -0.3080 -0.9337 -0.430
Si 0.7864 -0.1786 0.4006 0.336
C 2.2952 0.9143 0.1863 -0.225
C 2.1586 2.3041 0.0747 -0.077
C 3.2972 3.1194 -0.0232 -0.097
C 4.5796 2.5491 -0.0393 -0.126
C 4.7041 1.1596 0.0516 -0.117
C 3.5685 0.3470 0.1574 -0.093
C 0.0121 0.6664 1.8664 -0.261
C -1.3639 0.5426 2.0723 -0.103
C -1.9603 1.2424 3.1265 -0.084
C -1.1649 1.9349 4.0514 -0.118
C 0.2297 1.9315 3.9284 -0.117
C 0.8110 1.3156 2.8187 -0.115
C 1.3985 -1.7653 1.1427 -0.224
C 1.2650 -2.0662 2.4998 -0.074
C 1.8116 -3.2427 3.0270 -0.101
C 2.4437 -4.1574 2.1706 -0.127
C 2.5013 -3.9075 0.7946 -0.112
C 1.9478 -2.7266 0.2807 -0.109
H 1.1639 2.7544 0.1161 0.111
H 3.1735 4.1996 -0.0454 0.089
H 5.4650 3.1811 -0.1059 0.082
H 5.6942 0.6885 0.0784 0.087
H 3.6682 -0.7401 0.2664 0.089
H -1.9609 -0.0938 1.4036 0.028
H -3.0494 1.2322 3.2210 0.098
H -1.6318 2.4827 4.8695 0.081
H 0.8738 2.4010 4.6829 0.086
H 1.9025 1.3414 2.6936 0.105
H 0.7241 -1.3773 3.1563 0.099
H 1.7407 -3.4349 4.1062 0.092
H 2.8882 -5.0709 2.5892 0.086
H 2.9902 -4.6253 0.1099 0.094
H 1.9415 -2.5495 -0.8030 0.107

# 4
69
Properties=species:S:1:pos:R:3:lowdin_charge:R:1 method="wB97M-V/def2-TZVPD" s_squared=6.05 multiplicity=5 relative_energy_ev=0.451 e_tot_ha=-2223.3327 total_charge=+1 homo_lumo_gap_ev="7.5 / 5.8"
Ru 0.2120 0.2934 -0.1021 1.525
O 0.3417 -1.1249 1.6740 -0.117
C -0.4595 -0.7940 2.8388 -0.275
C -1.4563 0.3756 2.4084 -0.541
O -2.2405 0.8152 3.2099 0.112
O -1.3101 0.7543 1.1798 -0.163
C -1.2071 -2.0625 3.2416 -0.137
C -2.5777 -2.1322 3.4603 -0.004
C -3.1709 -3.3518 3.7611 -0.058
C -2.4111 -4.5068 3.8469 -0.072
C -1.0396 -4.4411 3.6507 -0.063
C -0.4409 -3.2272 3.3567 -0.030
C 0.4987 -0.3215 3.9307 -0.138
C 0.0432 0.3027 5.0903 -0.008
C 0.9379 0.6622 6.0861 -0.060
C 2.2926 0.3987 5.9467 -0.078
C 2.7503 -0.2306 4.8013 -0.073
C 1.8616 -0.5899 3.7987 -0.038
H 0.0954 -2.0142 1.3832 0.106
H -3.1836 -1.2402 3.4113 0.111
H -4.2395 -3.3914 3.9272 0.111
H -2.8805 -5.4541 4.0773 0.109
H -0.4285 -5.3298 3.7411 0.110
H 0.6380 -3.1780 3.2522 0.122
H -1.0075 0.5103 5.2127 0.116
H 0.5701 1.1515 6.9783 0.110
H 2.9862 0.6806 6.7281 0.107
H 3.8031 -0.4557 4.6869 0.106
H 2.2339 -1.0815 2.9103 0.106
C 4.3578 0.8675 -0.3578 -0.056
C 4.8221 -0.0983 -1.2424 -0.049
C 3.9502 -1.0113 -1.8181 -0.009
C 2.5933 -0.9639 -1.5220 -0.201
C 2.1217 0.0486 -0.6815 -0.242
C 2.9986 0.9440 -0.0833 -0.105
C 1.5786 -1.9260 -1.9775 -0.235
C 1.8131 -3.0097 -2.8459 0.019
C 0.7824 -3.8524 -3.1543 0.028
C -0.5057 -3.6381 -2.6178 -0.143
C -1.6181 -4.4654 -2.8876 -0.014
C -2.8317 -4.1909 -2.3233 -0.054
C -2.9941 -3.0789 -1.4711 -0.046
C -1.9385 -2.2577 -1.1917 -0.019
C -0.6708 -2.5240 -1.7577 -0.206
N 0.3793 -1.7191 -1.4619 0.082
H 5.0451 1.5595 0.1105 0.115
H 5.8787 -0.1489 -1.4691 0.114
H 4.3344 -1.7710 -2.4870 0.115
H 2.6261 1.7119 0.5910 0.107
H 2.7969 -3.1766 -3.2605 0.115
H 0.9367 -4.7003 -3.8107 0.130
H -1.4917 -5.3162 -3.5453 0.123
H -3.6827 -4.8255 -2.5303 0.114
H -3.9658 -2.8811 -1.0385 0.117
H -2.0511 -1.3913 -0.5463 0.094
Cl 1.2647 0.7896 -4.1407 0.786
C 1.4845 2.0933 -3.0348 -0.594
C 2.5574 2.9397 -3.2092 -0.080
C 2.7669 3.9878 -2.3186 -0.034
C 1.8895 4.1909 -1.2548 -0.059
C 0.8177 3.3508 -1.0780 -0.047
C 0.5736 2.2663 -1.9586 -0.347
C -0.5689 1.4147 -1.7627 -0.132
H 3.2299 2.7796 -4.0406 0.116
H 3.6087 4.6510 -2.4632 0.119
H 2.0502 5.0152 -0.5730 0.118
H 0.1252 3.5132 -0.2588 0.125
H -0.8473 0.7824 -2.5969 0.052
H -1.4139 1.8720 -1.2468 0.087

# 5
36
Properties=species:S:1:pos:R:3:lowdin_charge:R:1 method="wB97M-V/def2-TZVPD" multiplicity=1 relative_energy_ev=4.845 e_tot_ha=-879.9388 homo_lumo_gap_ev=6.8
O 20.5480 20.2440 3.5480 0.090
H 19.5970 20.0690 4.0820 0.158
H 21.0200 20.9830 4.1520 0.100
H 20.3860 20.6750 2.6500 0.063
C 17.5590 20.1490 4.4570 -0.250
O 18.3440 19.1320 4.9290 -0.396
H 17.9640 21.0110 4.7750 0.013
H 16.6390 19.8440 4.6730 0.032
H 17.5660 20.0710 3.2760 0.117
O 18.7560 17.4000 3.2080 -0.156
H 18.5780 17.8360 4.1500 0.026
H 17.8870 16.9900 2.9930 0.042
O 19.9140 18.2820 6.9520 -0.068
H 20.3190 18.9920 7.2980 -0.068
H 19.1970 18.4560 6.2550 0.026
O 19.8170 23.4240 6.4110 -0.031
H 20.5200 22.7650 6.2460 0.041
H 19.3800 23.4670 7.2260 0.026
O 18.6540 20.5620 0.0680 -0.088
H 19.1220 21.1530 0.6100 -0.065
H 19.1030 19.6640 0.0110 0.039
O 20.5150 21.6830 1.3980 0.052
H 20.5100 22.4470 1.6890 -0.078
H 21.5320 21.5690 1.3380 0.176
O 19.0600 23.0780 3.7050 -0.069
H 18.9560 23.0610 4.6270 -0.047
H 18.7690 24.0600 3.5830 0.115
O 22.8010 19.0450 5.5600 0.014
H 23.7230 19.1460 5.3460 0.040
H 22.6270 18.1800 5.4680 -0.016
O 22.1310 21.8950 4.8100 -0.035
H 22.3710 22.6830 4.2720 0.105
H 22.9230 21.4400 5.1900 0.094
O 20.4030 18.6320 1.0410 -0.041
H 19.6260 18.4670 1.6060 0.027
H 20.4820 17.8730 0.5350 0.014

# 6
24
Properties=species:S:1:pos:R:3:lowdin_charge:R:1 method="wB97M-V/def2-TZVPD" multiplicity=1 relative_energy_ev=1.001 e_tot_ha=-497.0207 homo_lumo_gap_ev=10.3
C -1.4804 0.2663 -0.1344 -0.062
N -2.2849 1.4744 -0.2249 -0.009
C -1.8078 2.6226 -0.6468 -0.593
C -2.8382 3.7076 -0.7420 -0.008
O -0.6336 2.7508 -1.0108 0.022
H -0.5719 0.3414 0.4865 0.075
H -1.1872 -0.0466 -1.1506 0.093
H -2.1377 -0.5078 0.2962 0.091
H -3.2408 1.3540 0.1189 0.141
H -3.0065 3.9988 -1.7925 0.092
H -2.4972 4.5943 -0.1815 0.090
H -3.7958 3.3673 -0.3135 0.073
C 1.8421 -3.7689 -0.2765 -0.058
N 2.3075 -2.3957 0.0441 -0.002
C 1.9350 -1.6304 1.0362 -0.599
C 2.4418 -0.1703 1.1387 0.002
O 1.0631 -2.0318 1.7753 0.030
H 2.6227 -4.1386 -0.9625 0.080
H 0.8689 -3.8143 -0.7937 0.084
H 1.8040 -4.4326 0.6036 0.087
H 2.9787 -2.1412 -0.6847 0.140
H 2.3002 0.2644 2.1425 0.086
H 1.8181 0.3896 0.4217 0.073
H 3.5001 -0.0533 0.8507 0.074

# 7
6
Properties=species:S:1:pos:R:3:lowdin_charge:R:1 method="wB97M-V/def2-TZVPD" multiplicity=1 relative_energy_ev=2.306 e_tot_ha=-771.9226 homo_lumo_gap_ev=7.3
C -0.3128 -0.8855 -0.6617 -0.136
C 0.0634 -1.8362 0.0278 -0.240
F 0.0381 -2.1009 1.2709 0.089
H -0.2373 -0.8705 -1.7557 0.047
I 0.9164 3.9554 0.4920 0.028
I -0.4677 1.7377 0.6267 0.211

# 8
9
Properties=species:S:1:pos:R:3:lowdin_charge:R:1 method="wB97M-V/def2-TZVPD" multiplicity=1 relative_energy_ev=2.119 e_tot_ha=-698.3633 homo_lumo_gap_ev=8.2
N 0.8748 2.5214 0.1772 0.189
C 0.9819 1.3503 -0.0852 -0.119
C 1.3314 -0.0730 -0.1607 -0.416
O 2.4366 -0.4821 -0.1028 0.158
C 0.2011 -1.0038 0.1259 -0.155
N -1.0618 -0.7308 0.1902 -0.392
S -2.0660 0.5403 -0.0795 0.786
H 0.4652 -1.9874 0.3155 0.095
H -3.1632 -0.1348 -0.3805 -0.146